(1)
Computed, not measured: a molecular structure, C41H78Cl4FN6NaO13, with ωB97M-V with the def2-TZVPD basis set.

```
144
Properties=species:S:1:pos:R:3:forces:R:3
C 1.775554 4.589051 -3.269746 0.158 -0.739 0.052
C 2.604611 3.408647 -3.770092 -0.268 -0.455 -1.063
C 1.800639 2.656438 -4.847165 0.991 1.232 -0.471
O 2.017573 1.274047 -4.952053 -0.808 -0.275 0.619
C 0.798843 0.613541 -5.234971 0.209 -0.738 -0.790
C 1.238558 -0.793673 -5.686980 -0.112 0.418 -0.526
C 0.086914 -1.707198 -6.106830 0.152 -0.597 0.079
C -0.326062 -2.811916 -5.148190 0.191 1.008 -0.222
O -1.296336 -2.281703 -4.203879 -0.173 -0.621 -0.368
C -1.574743 -3.060848 -3.176225 -0.217 0.050 0.611
C -2.984806 -2.863034 -2.670276 0.251 0.851 -0.361
O -0.812081 -3.833932 -2.643801 0.072 -0.537 -0.326
C 0.113139 1.242225 -6.527920 -0.127 0.236 -0.162
O 0.898322 1.739734 -7.369089 0.394 0.540 0.041
O -1.115123 1.166011 -6.656771 -0.638 -0.309 0.107
N -0.131951 0.481405 -4.118549 0.064 0.239 0.168
C 0.471763 0.459140 -2.781179 -0.286 -0.409 0.522
C 1.165216 -0.850201 -2.351238 0.456 0.284 0.006
C 2.661003 -0.586870 -2.120685 -0.095 0.287 0.895
C 2.836259 0.164854 -0.777179 -0.114 -0.398 -0.042
N 3.631886 -0.584416 0.218039 -0.661 0.718 0.394
C 3.026877 -1.861096 0.596207 0.508 -0.133 -0.081
C 3.923275 0.189963 1.356495 0.878 0.022 0.205
C 3.254863 1.516763 1.606686 -0.485 -0.332 0.715
O 4.763372 -0.230736 2.145108 -0.349 -0.359 0.387
O -1.022986 1.604712 -4.069706 0.267 0.058 -0.078
C -2.338270 1.139642 -3.995776 -0.201 0.019 0.345
C -3.229892 2.353161 -4.026822 0.138 0.020 0.098
O -3.033318 3.082269 -2.824836 -0.172 -0.025 -0.156
C -3.155499 4.476577 -2.969676 0.002 0.299 0.285
C -3.494564 5.079137 -1.604109 0.162 -0.484 -0.268
H 2.387298 5.210615 -2.623738 -0.063 0.213 -0.072
H 1.399811 5.157557 -4.128912 0.071 0.342 0.112
H 0.912378 4.192170 -2.730179 -0.069 0.187 0.130
H 3.541390 3.764929 -4.253053 -0.744 -0.392 0.792
H 2.867544 2.748985 -2.945310 0.017 0.014 0.093
H 2.180341 3.049919 -5.815680 -0.143 0.102 -0.008
H 0.735221 2.893113 -4.832387 -0.055 -0.174 0.411
H 1.941028 -1.243300 -4.984254 -0.201 -0.054 0.230
H 1.818461 -0.593974 -6.589298 0.167 0.039 0.061
H 0.410827 -2.233373 -7.010822 -0.061 -0.031 -0.054
H -0.809221 -1.150266 -6.381212 0.082 0.239 0.001
H -0.863990 -3.564911 -5.731113 0.092 -0.292 0.196
H 0.533411 -3.218097 -4.622072 -0.088 -0.219 0.096
H -3.393194 -3.791349 -2.285716 0.021 -0.008 0.182
H -3.593172 -2.431025 -3.462402 -0.162 -0.151 -0.006
H -2.927205 -2.096841 -1.895447 -0.131 -0.175 0.233
H 1.156297 1.287185 -2.596028 -0.065 0.155 -0.150
H -0.355119 0.624970 -2.093266 -0.069 0.137 -0.061
H 0.755006 -1.122802 -1.377247 -0.147 -0.170 -0.037
H 0.982292 -1.700363 -3.005276 -0.044 0.129 -0.244
H 3.045687 0.095153 -2.876122 0.115 -0.447 -0.420
H 3.240232 -1.509409 -2.060922 0.099 -0.023 -0.351
H 3.315945 1.126434 -0.932240 0.107 -0.005 -0.016
H 1.866827 0.412884 -0.340326 -0.133 0.199 -0.159
H 3.434433 -2.665278 -0.017828 -0.305 -0.119 -0.131
H 3.277121 -2.107205 1.627018 0.154 0.094 0.033
H 1.935636 -1.810531 0.519912 -0.041 -0.080 -0.179
H 3.809968 2.298852 1.090541 -0.367 0.117 -0.315
H 2.146616 1.564188 1.382574 1.016 0.255 -0.663
H 3.374146 1.715967 2.675100 0.291 -0.046 0.033
H -2.524816 0.644615 -3.027778 0.150 -0.098 -0.004
H -2.565580 0.436103 -4.798432 0.064 0.132 -0.183
H -4.279572 2.035413 -4.094997 -0.041 0.035 -0.059
H -2.995654 2.975021 -4.894445 0.088 -0.070 -0.094
H -2.213878 4.918350 -3.321619 0.035 -0.173 -0.194
H -3.929199 4.716624 -3.709047 -0.109 -0.026 0.028
H -3.936223 4.278187 -1.013035 -0.213 0.115 0.084
H -2.588355 5.385057 -1.087653 -0.038 0.171 0.059
H -4.197323 5.903257 -1.705935 0.065 0.131 0.140
C 3.619740 3.722585 7.900702 -0.127 -0.036 0.147
O 2.419465 2.971632 7.869772 0.192 -0.090 -0.201
C 1.478869 3.477748 6.930688 -0.139 -0.122 0.317
C 0.749053 2.346080 6.241354 -0.081 0.020 -0.100
O 1.526421 1.626805 5.305582 -0.110 -0.142 -0.031
C 2.576038 0.796384 5.762024 0.142 0.336 -0.237
C 2.123023 -0.453768 6.466439 0.281 -0.101 -0.042
O 1.598566 -0.167776 7.775626 -0.138 0.136 0.155
C 0.510588 -0.947468 8.106236 0.301 -0.083 -0.028
H 3.465466 4.683147 8.398980 0.100 0.074 -0.104
H 4.357693 3.145806 8.459804 -0.049 -0.009 0.061
H 4.005571 3.890119 6.890684 -0.008 0.085 0.013
H 1.966301 4.103236 6.177766 0.022 -0.028 -0.013
H 0.751245 4.092142 7.478754 -0.053 0.094 -0.185
H -0.063018 2.784796 5.657119 0.077 0.031 -0.085
H 0.278190 1.673976 6.967136 0.127 0.061 0.166
H 3.295723 1.355912 6.361643 -0.062 -0.088 0.173
H 3.099720 0.477801 4.856200 -0.039 -0.009 -0.029
H 2.983402 -1.119311 6.596077 -0.027 -0.052 -0.102
H 1.372661 -0.963273 5.853434 -0.083 0.048 0.060
H -0.252017 -0.955947 7.320067 -0.077 -0.173 0.077
H 0.057843 -0.500649 9.006600 -0.069 0.379 -0.169
H 0.833347 -1.988301 8.322885 -0.225 -0.162 -0.142
Na -0.190411 -1.921333 10.487334 0.109 -0.193 -0.011
C -2.090781 -6.774859 -4.076672 0.105 -0.315 0.042
C -3.596822 -6.678976 -4.098170 0.129 0.399 -0.102
N -4.268081 -7.959618 -3.778425 -0.088 0.097 0.083
C -3.679473 -9.180830 -3.567373 0.088 0.070 -0.073
C -4.678761 -10.072101 -3.351634 -0.171 -0.005 0.012
N -5.861987 -9.373983 -3.428700 -0.046 -0.044 0.044
C -5.583616 -8.097051 -3.675765 0.065 -0.108 -0.074
C -7.208780 -9.927269 -3.275097 -0.075 0.240 -0.032
H -1.722989 -7.503140 -4.801770 -0.016 0.067 -0.069
H -1.668380 -5.804453 -4.328374 0.017 0.026 0.086
H -1.720069 -7.053408 -3.089956 0.027 0.131 0.027
H -3.944230 -6.368107 -5.083046 -0.044 -0.065 -0.008
H -3.938876 -5.938648 -3.376024 -0.031 -0.054 0.045
H -2.611751 -9.293973 -3.596879 -0.013 -0.105 0.021
H -4.677429 -11.129127 -3.154974 0.142 -0.006 -0.025
H -6.305799 -7.305316 -3.781687 -0.003 0.005 -0.024
H -7.783661 -9.732904 -4.176928 -0.014 -0.039 -0.006
H -7.694608 -9.465411 -2.418758 -0.033 -0.060 0.018
H -7.141415 -10.998691 -3.120052 0.083 -0.013 -0.044
F 1.065911 2.153726 0.128129 -0.689 -0.004 0.026
O 0.679052 4.853110 -6.462943 -0.264 0.114 -0.387
H 1.635471 4.715744 -6.661681 0.030 -0.401 0.365
H 0.107272 4.305708 -7.049602 0.199 -0.595 0.081
H 0.411200 5.785979 -6.404131 0.117 -0.014 0.023
O -7.266898 -11.285375 -0.178966 -0.072 0.086 -0.102
H -7.782282 -11.914299 -0.694261 -0.010 -0.065 0.096
H -6.554426 -11.005616 -0.759229 0.106 -0.066 0.101
C 0.373938 -5.171631 6.643670 0.032 0.233 -0.149
Cl 1.604777 -4.160436 5.909431 -0.017 -0.037 0.023
Cl 0.674272 -5.364584 8.383488 0.009 -0.024 0.138
Cl -1.236728 -4.504102 6.373340 -0.010 -0.016 0.025
H 0.417752 -6.153111 6.191033 -0.017 -0.039 0.051
N -0.906293 6.752454 3.293217 -0.059 0.032 0.077
C -1.352288 5.706430 3.983052 -0.020 -0.070 -0.070
C -1.445314 5.687302 5.369008 0.057 0.069 -0.020
C -1.046816 6.813793 6.071271 -0.011 -0.036 0.065
C -0.575784 7.908004 5.365872 -0.009 -0.012 0.017
C -0.528524 7.824967 3.981846 0.016 0.018 -0.084
H -1.647135 4.846325 3.391581 0.026 -0.025 0.022
H -1.818848 4.812039 5.884599 -0.017 -0.020 -0.034
H -1.102074 6.838459 7.152877 0.005 0.003 0.003
H -0.252498 8.806386 5.873703 0.015 0.007 -0.014
H -0.169472 8.659357 3.389242 0.021 0.018 0.038
C 7.526910 5.168884 7.911289 0.018 -0.035 -0.015
C 6.327500 5.990226 7.816146 0.134 -0.039 -0.015
N 5.388100 6.641461 7.738245 -0.174 0.088 0.050
H 7.800840 5.034088 8.955834 0.010 -0.001 0.002
H 7.344787 4.195159 7.460295 0.015 0.000 -0.017
H 8.347448 5.653921 7.386716 0.007 -0.011 -0.011
Cl 5.145726 4.964631 -3.525837 0.830 0.720 -0.028
```
Forces are in eV/Å.

Summary:
total energy = -136548.617 eV
HOMO energy = -4.01 eV
total charge = 0



(2)
Computed, not measured: C6H5F2NO3 in the gas phase, with ωB97M-V with the def2-TZVPD basis set.

```
17
Properties=species:S:1:pos:R:3:forces:R:3
C -1.945619 -0.905585 0.832240 1.990 0.746 -0.518
C -3.476457 -0.669166 -0.581282 -1.003 -1.584 2.159
C -1.570437 0.048709 -0.030083 1.074 0.682 -0.514
C 2.149337 0.684393 0.092334 0.056 -0.394 -0.827
C 3.280479 -0.333840 -0.151745 -0.173 -0.659 1.172
C -0.334804 0.930028 -0.048834 1.958 -1.652 2.301
N -3.160961 -1.328399 0.489714 -1.540 -1.572 0.135
O 2.254030 1.820935 0.418465 0.478 0.330 0.095
O -2.566261 0.168899 -0.952905 1.177 2.233 -1.262
O 0.927041 0.087542 -0.126243 -2.205 0.389 0.343
F -0.295838 1.625405 1.183117 -0.151 -0.876 -2.042
F -0.268379 1.734447 -1.053337 -0.444 1.274 -0.798
H -1.190947 -1.322261 1.450754 -0.312 -0.553 1.262
H -4.463796 -0.774991 -0.965762 -0.155 0.459 -1.037
H 3.431701 -0.669022 -1.201536 -0.785 0.197 0.663
H 4.261192 0.139531 0.114954 -1.060 -0.527 0.258
H 2.969720 -1.236633 0.530149 1.096 1.507 -1.390
```
Forces are in eV/Å.

Summary:
ΔE to the lowest compared entry with this formula, charge and spin = 0.20 kcal/mol
SMILES = CC(=O)OC(F)(F)c1cnco1
total energy = -19369.355 eV
HOMO energy = -10.13 eV
total charge = 0



(3)
Computed, not measured: C5H8N2 in the gas phase, with ωB97M-V with the def2-TZVPD basis set.

```
15
Properties=species:S:1:pos:R:3:forces:R:3
C 2.103959 0.139902 0.521777 0.137 0.023 0.127
N 0.866774 -0.422016 -1.370368 -0.334 -0.188 0.083
C 1.059446 0.719324 -0.460154 -0.007 -0.009 -0.006
C -0.284443 0.893148 0.166295 -0.020 -0.221 -0.023
C -0.998409 -0.177104 -0.200895 -0.018 0.192 0.084
C -2.334914 -0.701952 0.211710 -0.061 -0.004 -0.010
N -0.241155 -0.952194 -1.151542 0.169 0.201 -0.190
H 2.888910 -0.365928 -0.046813 -0.039 0.214 0.099
H 1.609986 -0.609914 1.148679 0.126 0.138 -0.058
H 2.552503 0.905263 1.156417 -0.113 -0.013 -0.036
H 1.461371 1.591991 -0.987525 -0.079 -0.221 -0.019
H -0.599957 1.704896 0.811773 0.174 -0.233 0.036
H -3.150367 -0.057191 -0.130675 0.102 -0.091 0.029
H -2.407835 -0.792384 1.300620 0.007 0.043 -0.184
H -2.468145 -1.695027 -0.226651 -0.045 0.168 0.066
```
Forces are in eV/Å.

Summary:
ΔE to the lowest compared entry with this formula, charge and spin = 38.43 kcal/mol
SMILES = CC1=C[C@@H](C)N=N1
total energy = -8293.330 eV
HOMO energy = -9.31 eV
total charge = 0



no.,maximum force (eV/Å)
1,1.65
2,3.44
3,0.39